Entry 1:
The following is a DFT calculation (ωB97M-V with the def2-TZVPD basis set) of C4H3F3N2O as an isolated structure in a non-equilibrium geometry.

Structure (XYZ):
```
13
Properties=species:S:1:pos:R:3:forces:R:3:lowdin_charge:R:1
C -1.11994 -0.74722 -1.50761 0.28 0.35 0.56 -0.077
C -0.00896 -0.59090 -0.62584 -0.99 1.02 0.42 -0.304
C -0.45252 0.43280 0.16390 2.67 1.42 3.57 -0.041
C 0.38915 1.26194 1.69285 -2.28 -2.07 -3.93 -0.496
N -2.07583 0.09516 -1.22591 -0.73 -0.54 -1.07 0.050
N 1.12733 -1.34763 -0.56128 0.57 -0.57 -0.06 0.106
O -1.67692 0.83751 -0.17967 0.39 0.35 0.57 -0.018
F 0.05389 0.60151 2.78528 0.10 0.14 -0.01 0.162
F 1.69883 1.18308 1.49735 0.03 0.01 0.11 0.146
F 0.01450 2.52139 1.78055 0.05 -0.10 0.07 0.168
H -1.21543 -1.44548 -2.31256 -0.19 -0.16 -0.27 0.115
H 1.33953 -1.86816 -1.40024 0.14 0.18 0.20 0.097
H 1.92637 -0.93399 -0.10682 -0.05 -0.04 -0.15 0.090
```
Forces are in eV/Å.

E_tot in eV: -17374.02773
Max |F| in eV/A: 4.99
Total charge: 0
Relative energy (zero: lowest compared OMol25 entry of this formula, charge and spin) in eV: 1.124
LUMO in eV: 0.7828
HOMO energy in Ha: -0.32281



Entry 2:
The following is a DFT calculation (ωB97M-V with the def2-TZVPD basis set) of a single C4H3F3O2S2 molecule in a non-equilibrium geometry.

Structure (XYZ):
```
14
Properties=species:S:1:pos:R:3:forces:R:3:lowdin_charge:R:1
C -1.17258 0.48061 -0.18947 3.96 -3.03 1.98 -0.005
C 0.13756 0.54896 0.08016 0.57 -0.44 0.79 -0.152
C -1.73155 -0.88642 0.07423 -2.67 1.48 3.13 -0.210
C 1.28345 1.54850 -0.18460 -1.47 0.62 -0.90 -0.616
O 1.47272 -1.19142 1.79288 0.47 0.32 1.85 -0.355
O -0.77288 -1.67746 0.77984 -0.72 0.47 -0.51 -0.295
F 1.82191 1.27661 -1.39663 0.44 -0.43 0.79 0.129
F 0.78429 2.77584 -0.31165 -0.68 0.75 0.02 0.147
F 2.21824 1.65970 0.75698 -0.07 -1.03 -0.30 0.169
S 1.83553 -2.51923 -1.25415 0.33 -0.49 -0.53 0.140
S 0.73767 -1.11142 0.58568 -0.49 0.12 -2.05 0.671
H -1.75973 1.14788 -0.62322 -2.36 3.16 -1.79 0.085
H -2.76307 -0.78422 0.72838 2.60 -0.33 -1.22 0.186
H -2.09155 -1.26794 -0.83842 0.08 -1.18 -1.25 0.107
```
Forces are in eV/Å.

Spin multiplicity: 3
E_tot in eV: -38109.58098
Max |F| in eV/A: 5.36
Total charge: 0
LUMO (spin up / spin down) in eV: -0.1059 / -1.9974
HOMO energy (spin up / spin down) in Ha: -0.29691 / -0.33121



Entry 3:
The following is a DFT calculation (ωB97M-V with the def2-TZVPD basis set) of a single C4H3FS2 molecule in a non-equilibrium geometry.

Structure (XYZ):
```
10
Properties=species:S:1:pos:R:3:forces:R:3:lowdin_charge:R:1
F 1.30091 1.35155 0.94418 -0.84 0.71 -0.26 0.004
C 0.68820 0.55654 0.00308 -2.76 1.45 -0.63 -0.514
C -0.84342 0.62475 -0.24285 -1.78 1.79 2.19 -0.127
C -1.48319 -0.53489 -0.04798 -0.19 -0.01 0.03 -0.365
S -0.32022 -1.71852 0.58055 -0.35 -2.41 0.35 0.961
C 1.08788 -0.81795 0.30530 0.87 0.23 -1.67 -1.077
S 2.66771 -1.02060 -0.04348 -0.05 -1.45 0.87 0.738
H 0.89835 0.83299 -1.00552 1.74 0.38 -0.64 0.125
H -1.42006 1.61983 -0.30934 1.23 -1.65 -0.51 0.142
H -2.57616 -0.89370 -0.18394 2.14 0.97 0.27 0.114
```
Forces are in eV/Å.

E_tot in eV: -28582.04230
Max |F| in eV/A: 3.34
Total charge: 0
Relative energy (zero: lowest compared OMol25 entry of this formula, charge and spin) in eV: 1.689
LUMO in eV: -0.8289
HOMO energy in Ha: -0.32442



Entry 4:
The following is a DFT calculation (ωB97M-V with the def2-TZVPD basis set) of C4H3FeLiO2 as an isolated structure in a non-equilibrium geometry.

Structure (XYZ):
```
11
Properties=species:S:1:pos:R:3:forces:R:3:lowdin_charge:R:1
Fe -0.75983 -2.17359 -2.36329 -0.19 -2.45 -1.74 1.045
O -0.67181 -0.67331 -1.30522 0.72 2.02 2.28 -0.517
C -0.13225 -0.50658 -0.08503 0.03 -0.51 -1.14 -0.242
H -1.78295 -1.31327 1.02101 0.53 -0.34 0.18 0.159
H 0.93426 -0.24306 -0.07225 -0.30 0.34 0.12 0.161
C -0.45368 -0.11710 2.29737 0.67 -3.18 -0.95 0.063
C -0.80540 -0.81783 1.06355 -0.79 1.75 1.56 0.020
C 0.09764 1.09107 2.14382 0.65 5.84 -0.49 -0.021
O 0.28569 2.23763 1.99283 -0.22 -4.24 0.54 0.335
Li -0.71569 1.10836 -1.80778 -0.22 0.52 -0.56 0.824
H -0.28705 -0.62640 3.24887 -0.86 0.25 0.19 0.172
```
Forces are in eV/Å.

Spin multiplicity: 7
E_tot in eV: -42861.71794
Max |F| in eV/A: 5.90
Total charge: +2
Relative energy (zero: lowest compared OMol25 entry of this formula, charge and spin) in eV: 0.000
LUMO (spin up / spin down) in eV: -8.3601 / -11.7137
HOMO energy (spin up / spin down) in Ha: -0.56601 / -0.67712